Entry 1:
Density functional theory data (ωB97M-V/def2-TZVPD) for one molecule with the formula C8H12N6O at a distorted geometry.

Structure (XYZ):
```
27
Properties=species:S:1:pos:R:3
C -1.60 1.82 -0.65
C -0.56 0.67 -0.58
N 0.54 1.14 0.25
C 1.64 1.78 -0.06
C 2.06 2.24 1.16
N 1.24 1.91 2.12
N 0.29 1.21 1.61
C -1.10 -0.69 0.08
C -2.09 -1.44 -0.80
O -1.56 -0.51 1.32
N 0.17 -1.53 0.12
C 0.97 -2.14 -0.79
C 2.10 -2.48 -0.04
N 1.92 -2.13 1.23
N 0.79 -1.54 1.32
H -1.12 2.71 -0.93
H -2.37 1.57 -1.31
H -1.94 2.08 0.44
H -0.12 0.47 -1.63
H 2.00 2.21 -0.99
H 2.98 2.79 1.46
H -1.94 -2.64 -0.88
H -3.14 -1.21 -0.48
H -2.11 -1.03 -1.84
H -0.78 0.01 1.78
H 0.68 -2.42 -1.78
H 3.06 -2.87 -0.13
```

Output
electronic energy = -19475.26232 eV
charge = 0
E_LUMO = 0.54 eV
Kohn-Sham gap = 9.9788 eV
SMILES string = C[C@@H](n1ccnn1)[C@](C)(O)n1ccnn1



Entry 2:
Density functional theory data (ωB97M-V/def2-TZVPD) for an isolated ion of composition C8H12NO3 and charge +1 at a distorted geometry.

Structure (XYZ):
```
24
Properties=species:S:1:pos:R:3
C -4.17 1.42 -0.32
C -3.49 0.16 0.00
O -3.79 -0.99 -0.11
O -2.28 0.43 0.56
C -1.36 -0.60 0.80
O -1.70 -1.75 1.21
N -0.24 -0.48 0.22
C 1.00 -0.24 0.04
C 1.71 -0.76 -1.15
C 3.22 -0.41 -0.92
C 3.25 0.44 0.35
C 1.99 0.23 1.08
H -4.96 1.76 0.44
H -3.52 2.30 -0.07
H -4.65 1.36 -1.38
H -2.70 -1.81 0.87
H 1.29 -0.45 -2.02
H 1.61 -1.76 -1.21
H 3.69 0.08 -1.90
H 3.79 -1.32 -0.93
H 4.19 0.28 1.11
H 3.45 1.54 0.00
H 2.04 -0.50 1.88
H 1.63 1.09 1.46
```

Output
electronic energy = -16114.45492 eV
charge = +1
E_LUMO = -3.98 eV
Kohn-Sham gap = 10.5882 eV
SMILES string = CC(=O)OC(O)=[N+]=C1CCCC1



For reference, ΔE to the lowest compared entry with this formula, charge and spin by record: 108.2, 19.2 kcal per mole.